No. 1
75
Properties=species:S:1:pos:R:3:lowdin_charge:R:1 method="wB97M-V/def2-TZVPD" total_charge=+3 e_homo_ev="-15.1 / -15.1" total_energy_ev=-98253.18552 spin_multiplicity=3 s_squared=2.002
Tm 0.640 -0.581 -0.118 1.153
S 1.897 0.050 -4.313 0.776
P -1.013 1.764 0.879 0.752
P 2.479 0.748 1.628 0.728
P 2.350 -1.988 -1.802 0.675
O 0.689 -2.101 1.338 -0.223
N -3.614 -1.081 0.232 0.223
N -0.967 -3.209 2.469 -0.006
N -1.446 -1.560 0.806 0.075
C 1.106 1.235 -7.981 -0.051
C -2.642 0.508 -3.265 -0.059
C 4.032 -1.409 -2.318 -0.282
C -3.182 -2.445 2.193 0.044
C 3.336 2.006 -7.408 -0.057
C -0.413 3.485 1.092 -0.263
C -2.670 2.233 0.237 -0.261
C 3.325 2.246 0.965 -0.234
C 0.127 -3.928 3.169 0.053
C -2.776 -1.737 1.055 -0.326
C 2.410 1.604 -8.386 -0.045
C 3.019 1.916 -6.038 -0.084
C -2.290 -3.245 2.843 0.064
C 2.868 -3.451 -0.815 -0.280
C 1.878 1.141 -5.699 -0.617
C -0.595 -2.329 1.531 -0.459
C 0.773 1.119 -6.599 -0.083
C -1.581 1.482 2.608 -0.253
C -1.881 1.597 -3.026 -0.083
C 3.777 -0.523 1.917 -0.248
C 1.678 -2.948 -3.226 -0.294
C 1.909 1.230 3.310 -0.243
H 1.414 -3.982 -2.917 0.064
H -2.351 2.555 -2.773 0.059
H 1.998 -4.048 -0.532 0.043
H 0.733 -2.514 -3.609 0.025
H 3.363 -3.147 0.110 0.035
H 4.138 2.628 1.600 0.078
H 0.755 -4.443 2.421 0.116
H -1.269 4.164 1.203 0.062
H 4.154 -0.305 -2.320 0.034
H -4.233 -2.388 2.486 0.150
H 3.281 -1.486 2.121 0.035
H -2.038 2.405 2.983 0.078
H -3.729 0.418 -3.216 0.068
H -0.750 1.215 3.264 0.015
H 1.297 0.528 -3.041 -0.140
H -2.147 -0.406 -3.626 0.053
H 2.577 3.040 0.830 0.036
H 4.390 -0.631 1.009 0.049
H 2.412 -2.990 -4.054 0.067
H -0.243 0.986 -6.201 0.106
H 3.611 2.336 -5.218 0.112
H 2.728 1.309 4.041 0.077
H -2.567 -3.894 3.670 0.167
H 0.219 3.626 1.974 0.044
H 1.214 0.459 3.673 0.038
H -2.932 3.242 0.578 0.067
H 4.781 -1.741 -1.570 0.056
H 3.740 2.000 -0.022 0.048
H 4.300 2.349 -7.741 0.111
H -3.445 1.542 0.577 0.039
H -2.333 0.690 2.642 0.036
H -0.246 -4.661 3.902 0.124
H -0.766 1.607 -2.898 0.033
H -3.240 -0.650 -0.609 0.107
H 0.141 3.803 0.204 0.050
H 4.316 -1.807 -3.312 0.069
H 4.423 -0.278 2.774 0.073
H -2.677 2.246 -0.851 -0.006
H 1.369 2.186 3.267 0.038
H 2.676 1.615 -9.458 0.128
H 3.550 -4.088 -1.399 0.083
H 0.746 -3.171 3.677 0.114
H 0.358 1.030 -8.749 0.114
H -4.596 -1.354 0.273 0.155



No. 2
14
Properties=species:S:1:pos:R:3:lowdin_charge:R:1 method="wB97M-V/def2-TZVPD" total_charge=+1 e_homo_ev=-14.3 total_energy_ev=-6791.75703
N 0.568 0.059 -0.529 0.079
C -0.524 0.506 -0.041 -0.144
C 0.698 -1.476 1.345 -0.102
C -1.110 1.693 -0.650 -0.022
C -0.341 -1.731 0.395 0.196
C 1.084 -1.247 -0.172 -0.164
H -1.819 1.436 -1.384 0.088
H -0.390 2.408 -1.112 0.113
H 1.714 -1.793 -0.862 0.151
H 1.138 -2.427 1.511 0.129
H -1.598 2.493 0.030 0.140
H 0.854 0.521 -1.476 0.241
H -1.027 0.179 0.852 0.132
H 0.753 -0.620 2.095 0.164